(1)
{"formula": "C10H11NO", "method": "the ωB97M-V functional and the def2-TZVPD basis", "symbols": ["O", "N", "C", "C", "C", "C", "C", "C", "C", "C", "C", "C", "H", "H", "H", "H", "H", "H", "H", "H", "H", "H", "H"], "coordinates": [[-1.20, 2.91, 1.04], [0.06, 2.65, 0.84], [0.41, 1.42, 0.47], [1.85, 1.22, -0.20], [1.92, 0.37, -1.32], [1.21, -0.94, -1.12], [-0.19, -0.87, -0.64], [-1.16, -1.89, -0.90], [-2.03, -2.03, 0.20], [-2.29, -1.18, 1.35], [-1.61, 0.11, 1.12], [-0.41, 0.31, 0.38], [-1.02, 3.80, 1.69], [2.39, 2.26, 0.03], [2.49, 0.61, 0.48], [3.13, -0.08, -1.36], [1.62, 0.78, -2.47], [1.82, -1.62, -0.64], [1.16, -1.63, -2.05], [-0.97, -2.53, -1.88], [-2.67, -2.94, 0.31], [-2.94, -1.45, 2.46], [-1.56, 0.71, 2.21]], "spin_multiplicity": 1, "relative_energy_kj_mol": 818.7, "e_tot_ha": -517.36075, "orbital_gap_ev": 8.26}

(2)
{"formula": "C34H42Cl3NNiO5PSSi3", "method": "the ωB97M-V functional and the def2-TZVPD basis", "symbols": ["Ni", "C", "Si", "C", "C", "C", "Si", "C", "C", "C", "Si", "C", "C", "C", "C", "C", "C", "C", "N", "H", "H", "H", "H", "H", "H", "H", "H", "H", "H", "H", "H", "H", "H", "H", "H", "H", "H", "H", "H", "H", "H", "H", "H", "H", "H", "H", "H", "O", "S", "O", "O", "C", "C", "C", "C", "C", "C", "P", "C", "C", "C", "C", "C", "C", "C", "C", "C", "C", "C", "C", "H", "H", "H", "H", "H", "H", "H", "H", "H", "H", "H", "H", "H", "H", "Cl", "C", "Cl", "Cl", "C", "O", "O"], "coordinates": [[0.04, -1.00, -0.30], [3.31, 2.17, -2.77], [2.43, 1.46, -1.24], [2.08, 2.96, -0.14], [3.87, 0.58, -0.39], [0.89, 0.55, -1.76], [-0.48, 1.65, -2.30], [0.06, 3.18, -3.28], [-1.51, 2.40, -0.93], [-1.69, 0.78, -3.46], [1.36, -0.61, -3.08], [1.40, 0.05, -4.85], [2.99, -1.49, -2.80], [0.12, -2.04, -3.12], [-0.35, -2.70, -4.25], [-1.13, -3.84, -4.10], [-1.38, -4.32, -2.83], [-0.90, -3.61, -1.74], [-0.20, -2.48, -1.88], [4.25, 2.65, -2.46], [2.72, 2.92, -3.30], [3.56, 1.37, -3.48], [2.88, 3.70, -0.29], [2.08, 2.68, 0.91], [1.13, 3.44, -0.37], [4.33, 1.28, 0.32], [4.63, 0.29, -1.12], [3.56, -0.31, 0.15], [0.69, 3.84, -2.68], [-0.83, 3.74, -3.58], [0.61, 2.91, -4.19], [-0.97, 3.21, -0.42], [-1.78, 1.63, -0.20], [-2.44, 2.82, -1.34], [-1.40, 0.92, -4.51], [-2.70, 1.20, -3.33], [-1.75, -0.29, -3.26], [1.83, 1.05, -4.90], [0.38, 0.10, -5.27], [1.99, -0.61, -5.50], [3.84, -0.81, -2.94], [3.10, -2.31, -3.51], [3.04, -1.89, -1.78], [-0.10, -2.32, -5.23], [-1.53, -4.35, -4.97], [-1.97, -5.21, -2.67], [-1.07, -3.95, -0.74], [2.21, -3.98, 1.15], [1.43, -2.78, 1.24], [-0.02, -2.92, 0.99], [1.94, -1.64, 0.44], [1.42, -2.25, 2.93], [2.04, -3.04, 3.89], [1.82, -2.79, 5.23], [0.95, -1.76, 5.61], [0.35, -0.97, 4.64], [0.58, -1.19, 3.29], [-0.22, -0.08, 2.03], [0.35, 1.56, 2.67], [1.49, 1.69, 3.46], [1.90, 2.94, 3.91], [1.19, 4.08, 3.55], [0.09, 3.97, 2.72], [-0.32, 2.72, 2.28], [-1.95, -0.23, 2.66], [-2.78, 0.81, 3.05], [-4.10, 0.58, 3.41], [-4.61, -0.71, 3.39], [-3.79, -1.77, 3.01], [-2.47, -1.53, 2.65], [2.67, -3.86, 3.56], [2.29, -3.40, 5.99], [0.75, -1.58, 6.66], [-0.32, -0.17, 4.95], [2.07, 0.82, 3.74], [2.78, 3.02, 4.53], [1.51, 5.06, 3.91], [-0.45, 4.85, 2.40], [-1.16, 2.65, 1.59], [-2.40, 1.83, 3.10], [-4.73, 1.41, 3.69], [-5.65, -0.89, 3.65], [-4.18, -2.78, 2.97], [-1.85, -2.36, 2.32], [-4.79, -1.13, -2.60], [-4.47, -0.71, -0.89], [-5.78, -1.39, 0.11], [-4.48, 1.05, -0.71], [-3.07, -1.39, -0.51], [-3.16, -2.58, -0.26], [-2.07, -0.60, -0.51]], "spin_multiplicity": 3, "total_charge": -1, "relative_energy_kj_mol": 0.0, "e_tot_ha": -6248.94523, "orbital_gap_ev": [7.52, 8.03]}

(3)
{"formula": "C11H11AuN3O6", "method": "the ωB97M-V functional and the def2-TZVPD basis", "symbols": ["Au", "C", "C", "N", "O", "C", "C", "N", "O", "H", "H", "H", "H", "H", "H", "H", "O", "C", "C", "C", "C", "C", "C", "C", "O", "N", "O", "O", "H", "H", "H", "H"], "coordinates": [[-0.08, -0.05, -0.13], [3.91, -0.11, 1.69], [2.45, -0.20, 1.44], [1.92, -0.38, 0.28], [2.66, -0.47, -0.87], [1.54, -0.10, 2.59], [1.99, -0.10, 4.03], [0.28, -0.02, 2.35], [-0.69, 0.07, 3.07], [4.51, -0.11, 0.78], [4.25, -0.95, 2.30], [4.13, 0.81, 2.23], [3.59, -0.31, -0.69], [3.06, -0.16, 4.14], [1.53, -0.95, 4.54], [1.62, 0.80, 4.52], [-2.06, 0.09, -0.58], [-2.78, 1.10, -0.45], [-2.42, 2.45, -0.19], [-3.47, 3.39, -0.17], [-3.20, 4.72, -0.05], [-1.88, 5.18, 0.02], [-0.84, 4.30, 0.01], [-1.06, 2.90, -0.05], [-0.02, 2.14, 0.04], [-4.31, 5.68, -0.01], [-4.02, 6.86, 0.04], [-5.44, 5.23, -0.05], [-3.85, 0.94, -0.57], [-4.50, 3.07, -0.25], [-1.70, 6.25, 0.08], [0.19, 4.64, 0.08]], "spin_multiplicity": 3, "total_charge": 1, "relative_energy_kj_mol": 0.0, "e_tot_ha": -1176.62700, "orbital_gap_ev": [8.26, 5.81]}